[1]
ORCA calculation (ωB97M-V/def2-TZVPD) on a cluster of 6 separate species, C37H36Br2N2O12P in total in a non-equilibrium geometry.

Last column: Löwdin charge in e.
Atoms and positions in Å:
Br 0.927 -3.748 1.230  0.51
Br 3.486 -1.746 1.556  0.56
P -1.244 -1.448 1.633  0.80
O 1.081 7.235 -0.662  0.08
O -1.358 0.019 -0.679  -0.13
O -1.105 1.419 1.079  -0.19
O -2.235 -1.039 6.552  0.10
O -4.417 -5.228 8.961  0.10
O -3.470 4.599 0.024  0.11
O -4.163 3.090 -4.928  0.08
O 3.963 -1.459 -5.562  0.11
O 6.369 -2.995 0.533  0.07
O 6.356 -0.290 -10.147  0.09
O -5.882 -0.275 -1.211  0.09
O 7.663 -0.893 -4.160  0.07
N -3.011 -1.327 1.854  -0.27
N -0.659 -0.423 4.266  -0.03
C -6.003 2.137 -3.811  0.01
C -1.218 7.335 -0.170  0.01
C 4.511 -1.190 -6.613  -0.38
C -3.614 1.525 -3.257  0.03
C -2.735 -2.001 7.104  -0.36
C -4.558 2.317 -4.072  -0.39
C -4.008 -4.091 6.942  0.03
C -1.171 4.494 -0.468  0.04
C 5.807 -0.559 -9.094  -0.39
C 0.600 -1.750 1.244  -0.82
C -2.426 5.202 -0.134  -0.38
C -5.490 0.497 -2.063  -0.38
C -2.644 -2.177 8.569  0.03
C 6.867 -2.765 -2.973  0.02
C -2.363 6.674 0.002  0.01
C -3.490 -0.085 2.513  -0.34
C 7.366 -1.378 -3.081  -0.37
C -4.048 0.678 -2.323  0.03
C -4.541 0.685 1.540  -0.10
C 6.585 -0.947 -7.899  0.02
C 5.983 -1.240 -6.745  0.02
C -0.026 5.158 -0.640  0.02
C 6.665 -2.514 -0.542  -0.39
C 3.732 -0.802 -7.809  0.02
C 6.540 -3.292 -1.793  0.03
C 0.036 6.627 -0.504  -0.40
C 7.490 -0.599 -1.831  0.02
C -1.054 -1.642 3.503  -0.35
C 1.807 0.565 1.956  -0.18
C -3.917 -4.267 8.407  -0.39
C 1.680 -1.016 2.146  -0.72
C -3.194 -3.230 9.174  0.02
C 7.164 -1.126 -0.651  0.03
C -1.232 0.135 0.604  -0.64
C 4.334 -0.509 -8.962  0.02
C -3.458 -3.038 6.337  0.03
C -6.437 1.290 -2.877  0.02
H -4.035 1.199 0.662  0.06
H 7.662 -0.980 -8.012  0.12
H 2.655 -0.769 -7.695  0.12
H -3.369 0.089 -1.716  0.10
H -3.515 -2.893 5.265  0.11
H 6.172 -4.306 -1.696  0.13
H -1.997 -2.103 3.971  0.06
H -1.513 -2.680 0.903  0.03
H -3.431 -2.167 2.268  0.06
H -1.235 3.415 -0.564  0.11
H 2.822 0.868 2.417  0.06
H -2.111 -1.410 9.116  0.12
H -3.138 -3.375 10.246  0.12
H 1.021 1.180 2.503  0.06
H -1.380 -0.253 4.996  0.03
H -4.542 -4.858 6.395  0.12
H 3.780 -0.224 -9.847  0.12
H 1.654 -1.229 3.261  0.08
H 7.248 -0.570 0.274  0.13
H -0.222 -2.431 3.681  0.07
H 6.782 -3.321 -3.898  0.12
H 0.781 -1.426 0.151  0.08
H -6.680 2.726 -4.416  0.11
H -4.136 -0.410 3.421  0.10
H -7.491 1.145 -2.673  0.12
H -2.560 1.669 -3.460  0.12
H -0.623 0.427 3.687  0.04
H -2.700 0.615 2.925  0.08
H -3.290 7.177 0.246  0.12
H -5.039 1.481 2.216  0.07
H 1.816 0.913 0.868  0.09
H -1.154 8.412 -0.074  0.11
H 6.537 -1.525 -5.860  0.08
H -5.342 -0.058 1.206  0.06
H 0.901 4.655 -0.884  0.12
H 7.858 0.415 -1.929  0.12

LUMO energy: -0.241 eV
E_tot: -215870.14845 eV
Total charge: -1

[2]
ORCA calculation (ωB97M-V/def2-TZVPD) on a cluster of 3 separate species, C4H13NO2 in total in a non-equilibrium geometry.

Last column: Löwdin charge in e.
Atoms and positions in Å:
O -2.088 -0.693 2.667  -0.07
O 0.525 1.322 2.109  -0.04
N 1.158 0.846 -1.332  -0.07
C -0.253 1.069 -1.297  -0.25
C -0.906 -0.320 -1.061  -0.22
C 1.439 -0.619 -0.903  -0.17
C 0.071 -1.140 -0.330  -0.22
H -1.418 -0.021 2.783  0.00
H -1.894 -1.088 1.777  0.03
H 1.813 1.354 -0.747  0.09
H 0.577 1.024 1.218  -0.03
H -1.915 -0.176 -0.648  0.11
H 0.121 -0.963 0.801  0.10
H 1.363 1.034 2.526  0.07
H 1.541 -1.109 -1.885  0.10
H -0.067 -2.243 -0.604  0.13
H -1.151 -0.730 -2.068  0.12
H -0.575 1.712 -0.512  0.09
H 2.288 -0.738 -0.234  0.10
H -0.628 1.480 -2.260  0.12

Structure (SMILES): C1CCNC1.O.O
LUMO energy: 0.511 eV
E_tot: -9943.04371 eV
ΔE to the lowest compared entry with this formula, charge and spin: 26.6 kcal per mole

[3]
ORCA calculation (ωB97M-V/def2-TZVPD) on a structure of composition C46H56F5N4O2S3SiY in a non-equilibrium geometry.

Last column: Löwdin charge in e.
Atoms and positions in Å:
Y 0.385 -0.458 0.076  1.38
S -0.964 -3.288 -1.925  0.99
S 4.496 -2.254 -1.414  1.04
S 2.395 -2.277 0.757  0.59
Si 1.923 1.794 1.746  0.81
F -4.180 -6.287 2.186  0.11
F -5.231 -3.904 1.367  0.11
F 0.154 -4.585 1.484  0.08
F -1.470 -6.599 2.218  0.12
F -3.628 -1.893 0.599  0.10
O -0.898 -2.155 0.709  -0.31
O 0.264 -2.430 -1.849  -0.58
N 2.552 -0.547 -1.261  -0.10
N -0.292 0.380 -2.492  0.09
N -1.715 0.036 1.838  0.06
N -1.993 1.213 -0.546  0.14
C -0.492 -5.047 -1.949  -0.31
C -2.101 1.773 -1.751  -0.21
C 0.908 -5.407 -2.436  -0.26
C -2.400 -0.456 4.076  -0.03
C 0.016 1.815 -4.859  -0.04
C 3.261 1.101 -2.973  -0.06
C 4.344 0.597 2.830  -0.12
C 2.160 2.739 4.609  -0.11
C 0.356 -3.138 -5.262  -0.10
C 1.782 4.818 1.792  -0.10
C 4.197 1.425 -3.939  -0.08
C -3.677 1.040 2.736  0.00
C -2.002 -5.431 1.841  -0.15
C -0.930 -3.813 -4.799  -0.28
C 2.272 3.706 -0.371  -0.12
C 4.493 -0.918 -2.530  -0.46
C -1.620 -3.130 -3.622  -0.32
C 1.964 -5.229 -1.352  -0.10
C -1.553 -0.604 2.994  -0.15
C 0.021 3.614 0.552  -0.13
C -3.192 2.552 -2.119  0.00
C 1.334 1.880 3.639  -0.62
C -4.064 2.225 0.065  0.01
C 5.267 0.575 -4.218  -0.09
C 3.388 -0.095 -2.268  -0.34
C -3.480 0.399 3.945  -0.04
C -2.949 1.445 0.357  -0.19
C 4.546 1.293 0.503  -0.11
C -4.187 2.780 -1.191  -0.03
C 1.332 0.455 4.219  -0.12
C 3.907 1.689 1.841  -0.62
C 3.037 -1.627 -0.673  -1.15
C -0.866 2.241 -3.877  0.00
C -0.098 2.431 3.711  -0.12
C -2.775 0.826 1.698  -0.23
C 4.592 2.997 2.272  -0.11
C -3.375 -5.282 1.819  -0.15
C -3.069 -3.032 1.046  -0.15
C -1.030 1.473 -2.733  -0.21
C 5.426 -0.603 -3.507  -0.09
C -1.174 -4.386 1.470  -0.16
C 0.697 0.631 -4.661  -0.05
C -1.663 -3.133 1.068  -0.34
C 1.502 3.568 0.949  -0.64
C -3.903 -4.067 1.413  -0.15
C 0.532 -0.033 -3.455  -0.17
H 4.157 3.444 3.164  0.05
H 5.989 0.847 -4.976  0.10
H -0.189 4.529 -0.019  0.08
H 1.695 2.708 5.605  0.08
H 4.102 2.360 -4.477  0.10
H 0.145 -2.139 -5.643  0.06
H -1.278 -5.515 -2.548  0.09
H 5.650 2.792 2.486  0.08
H 1.076 -0.940 -3.241  0.08
H 2.113 2.825 -1.001  0.04
H -1.675 -2.047 -3.764  0.08
H 2.335 0.125 4.483  0.06
H 0.722 0.412 5.132  0.08
H -4.526 1.692 2.612  0.10
H 5.426 0.437 2.732  0.08
H 3.181 2.377 4.722  0.06
H -5.052 3.378 -1.446  0.12
H -0.653 3.596 1.410  0.06
H 4.572 3.745 1.477  0.06
H 2.446 1.777 -2.752  0.09
H -1.644 -3.820 -5.626  0.11
H 1.187 4.838 2.705  0.06
H -2.649 -3.489 -3.518  0.09
H 3.345 3.823 -0.226  0.06
H -0.745 -4.862 -4.565  0.09
H 1.388 0.238 -5.394  0.12
H 2.044 -4.185 -1.051  0.00
H 2.940 -5.569 -1.701  0.08
H 3.852 -0.357 2.624  0.05
H -3.276 2.948 -3.119  0.11
H -4.167 0.557 4.766  0.11
H -0.764 1.976 2.981  0.04
H 6.271 -1.254 -3.693  0.11
H -0.230 2.764 -0.086  0.03
H -0.626 -5.388 -0.921  0.08
H 1.076 -3.039 -4.449  0.06
H 0.943 -0.282 3.514  0.03
H 2.829 4.911 2.072  0.06
H 1.168 -4.826 -3.320  0.08
H -0.116 3.509 3.548  0.06
H 0.824 -3.711 -6.064  0.08
H -1.419 3.160 -4.002  0.11
H 5.634 1.426 0.572  0.09
H 4.368 0.242 0.292  0.04
H 0.879 -6.454 -2.750  0.11
H -4.833 2.391 0.803  0.10
H 0.158 2.399 -5.759  0.12
H 1.701 -5.805 -0.463  0.08
H -0.717 -1.288 3.049  0.11
H 1.515 5.716 1.216  0.08
H 1.915 4.584 -0.927  0.08
H 4.158 0.870 3.867  0.05
H -2.205 -0.996 4.992  0.12
H 2.205 3.785 4.306  0.06
H 4.197 1.881 -0.345  0.05
H -0.517 2.248 4.709  0.08

LUMO energy: -0.697 eV
E_tot: -113683.83734 eV
ΔE to the lowest compared entry with this formula, charge and spin: 31.0 kcal per mole